{"formula": "C3H7BrO2", "method": "ωB97M-V/def2-TZVPD", "e_above_lowest_ev": 0.293, "smiles": "C[C@@H](Br)C(O)O", "energy_ha": -2842.9872, "symbols": ["C", "C", "Br", "C", "O", "O", "H", "H", "H", "H", "H", "H", "H"], "xyz": [[-1.49722, -0.25577, -0.79876], [-0.50219, 0.54829, -0.02492], [-0.95892, 0.45321, 1.92165], [0.92465, -0.04530, -0.02045], [1.75857, 0.82933, 0.70703], [1.02743, -1.35999, 0.40944], [-1.48928, -1.20570, -0.34241], [-2.50292, 0.16030, -0.62371], [-1.17454, -0.25352, -1.91328], [-0.47171, 1.65978, -0.16401], [1.40998, 0.04565, -1.06622], [2.67038, 0.73005, 0.55803], [0.80578, -1.30632, 1.35761]], "forces_ev_per_a": [[0.13, 1.52, -1.45], [1.18, 0.80, 1.43], [-0.48, 0.10, -0.04], [2.00, 1.23, -2.53], [-2.36, 0.79, 1.38], [-0.25, 0.36, 0.25], [0.01, -1.49, -0.09], [0.38, -0.08, -0.55], [-0.82, -0.21, 1.80], [0.03, -1.19, -0.34], [-1.44, -0.84, 0.97], [1.62, -0.68, -0.63], [0.00, -0.31, -0.20]]}

=====

{"formula": "C6H12O", "method": "ωB97M-V/def2-TZVPD", "e_above_lowest_ev": 3.964, "energy_ha": -310.9136, "symbols": ["C", "C", "C", "C", "C", "C", "O", "H", "H", "H", "H", "H", "H", "H", "H", "H", "H", "H", "H"], "xyz": [[-2.88307, 0.32139, 0.46130], [-1.53414, 1.01251, 0.27018], [-0.80106, 0.64885, -0.96233], [0.65870, 0.63569, -0.73386], [0.83112, -0.88021, -0.42373], [2.11806, -1.15409, 0.34421], [3.26983, -0.79469, -0.38047], [-3.44631, 0.32940, -0.47512], [-3.48253, 0.79798, 1.24341], [-2.74070, -0.72612, 0.75051], [-0.93789, 1.01769, 1.20300], [-1.69895, 2.08181, 0.01922], [-0.01368, -1.25264, 0.17470], [1.24685, 0.88226, -1.62442], [1.02330, 1.22225, 0.13042], [0.81640, -1.43456, -1.36439], [2.08572, -0.64616, 1.32083], [2.21857, -2.22460, 0.54647], [3.26978, 0.16322, -0.49993]], "forces_ev_per_a": [[-0.12, -0.03, -0.01], [0.03, -0.08, -0.05], [0.16, 0.03, 0.37], [0.00, 0.17, -0.11], [-0.15, -0.22, -0.03], [-0.20, -0.13, 0.26], [0.22, 0.28, -0.13], [0.06, 0.02, 0.11], [0.11, -0.02, -0.10], [0.02, 0.16, -0.06], [-0.06, -0.03, -0.16], [0.00, -0.04, 0.00], [0.14, 0.05, -0.04], [-0.11, -0.05, 0.11], [-0.12, -0.06, -0.06], [0.06, 0.02, 0.12], [0.01, -0.02, -0.14], [-0.09, 0.10, -0.09], [0.04, -0.15, 0.00]]}

=====

{"formula": "C13H11N5O2PtS4", "method": "ωB97M-V/def2-TZVPD", "multiplicity": 3, "s_squared": 2.01, "e_above_lowest_ev": 0.000, "energy_ha": -2638.2203, "symbols": ["Pt", "C", "C", "N", "C", "C", "S", "C", "C", "S", "C", "N", "C", "H", "H", "H", "H", "H", "H", "H", "H", "O", "N", "C", "C", "N", "C", "N", "C", "O", "C", "S", "S", "H", "H", "H"], "xyz": [[-0.20216, -0.62951, -0.69321], [0.23878, -2.85414, 2.10985], [0.33488, -1.39147, 2.37125], [0.28964, -0.46772, 1.45088], [0.44870, 0.79991, 1.96364], [0.57787, 0.83879, 3.31258], [0.53456, -0.75048, 3.94405], [0.55478, 1.88505, 0.99513], [0.66827, 3.22105, 1.21203], [0.86202, 4.03012, -0.28228], [0.75761, 2.54426, -1.11991], [0.60259, 1.52073, -0.32842], [0.81609, 2.41920, -2.60129], [0.45369, -3.05168, 1.06167], [-0.76457, -3.21880, 2.33261], [0.95650, -3.39671, 2.72427], [0.74261, 1.69877, 3.93858], [0.67338, 3.74603, 2.15190], [1.26467, 3.29805, -3.06092], [-0.18952, 2.29021, -3.00553], [1.40523, 1.54093, -2.86255], [1.50513, -2.46490, -2.07385], [1.66070, -1.60948, -1.20358], [2.88064, -1.42474, -0.67403], [3.94894, -2.24838, -1.11728], [4.80847, -2.92930, -1.46552], [3.11036, -0.39828, 0.26689], [3.36029, 0.41055, 1.04960], [-5.06813, 0.00763, -1.40938], [-4.24688, -1.01941, -0.82803], [-2.95764, -1.02089, -1.06919], [-2.03344, -2.30478, -0.48083], [-2.17220, 0.20678, -1.97512], [-6.07016, -0.20095, -1.04990], [-5.02690, -0.06539, -2.49543], [-4.72479, 0.98895, -1.08870]], "forces_ev_per_a": [[0.12, 0.24, -0.13], [0.02, -0.02, 0.02], [-0.02, -0.01, -0.11], [0.09, -0.23, 0.28], [0.02, 0.00, 0.17], [-0.01, 0.00, -0.12], [0.03, 0.10, 0.02], [0.01, 0.21, 0.00], [0.02, -0.13, 0.00], [-0.01, 0.07, 0.07], [0.00, -0.27, 0.01], [0.02, 0.22, -0.15], [0.04, 0.06, -0.07], [0.00, 0.01, -0.01], [0.00, -0.01, -0.01], [-0.04, -0.02, 0.01], [0.01, -0.01, 0.02], [0.01, 0.02, -0.01], [-0.01, 0.00, 0.01], [0.01, -0.01, 0.00], [-0.02, -0.01, -0.02], [-0.02, -0.09, -0.08], [-0.05, 0.00, 0.16], [-0.43, -0.08, -0.31], [0.22, -0.14, -0.05], [0.00, 0.05, 0.03], [0.11, 0.14, 0.31], [-0.06, 0.02, -0.05], [0.06, -0.11, -0.04], [-0.03, -0.06, -0.03], [0.13, 0.06, -0.33], [-0.02, -0.08, 0.16], [-0.13, -0.03, 0.22], [-0.01, 0.05, 0.00], [-0.02, 0.05, 0.02], [-0.03, 0.00, 0.01]]}

=====

{"formula": "C2H6N2O5", "method": "ωB97M-V/def2-TZVPD", "e_above_lowest_ev": 0.712, "smiles": "[O-]/[NH+]=N/O.COC(=O)O", "energy_ha": -565.4011, "symbols": ["O", "N", "N", "O", "H", "H", "C", "O", "C", "O", "O", "H", "H", "H", "H"], "xyz": [[0.40488, 2.04273, 1.19090], [-0.29650, 1.46329, 2.05383], [-1.50684, 1.25599, 1.82720], [-2.15078, 0.84157, 2.95924], [0.04545, 1.37517, 3.03547], [-2.98695, 0.45795, 2.65516], [0.93844, -1.46058, -2.62628], [0.52216, -1.73429, -1.29445], [0.42488, -0.72572, -0.43161], [0.06391, -0.91166, 0.70184], [0.75306, 0.45619, -0.93792], [0.20027, -0.84489, -3.14007], [1.02363, -2.42964, -3.10834], [1.90119, -0.95055, -2.63433], [0.66318, 1.16442, -0.25064]], "forces_ev_per_a": [[0.91, -0.20, 0.09], [-1.38, 1.13, 0.41], [-0.19, -0.25, -0.24], [0.35, -0.22, 0.45], [0.00, -0.34, -0.51], [0.30, 0.14, -0.16], [0.12, 0.13, -0.23], [-0.02, -0.06, 0.09], [-0.10, 0.24, 0.42], [0.01, -0.21, 0.10], [0.16, 0.08, -0.52], [0.03, -0.03, -0.02], [-0.01, 0.01, -0.03], [-0.03, -0.04, -0.04], [-0.15, -0.39, 0.19]]}

=====

{"formula": "C32H44Br2ClF3N3O11", "method": "ωB97M-V/def2-TZVPD", "total_charge": 1, "energy_ha": -8145.2615, "symbols": ["C", "C", "O", "N", "C", "C", "C", "C", "C", "C", "C", "C", "F", "Br", "C", "F", "F", "Br", "C", "N", "N", "Cl", "H", "H", "H", "H", "H", "H", "H", "H", "H", "H", "H", "H", "H", "H", "O", "C", "O", "C", "C", "C", "H", "H", "H", "H", "H", "H", "O", "C", "O", "C", "C", "C", "H", "H", "H", "H", "H", "H", "O", "C", "O", "C", "C", "C", "H", "H", "H", "H", "H", "H", "O", "C", "O", "C", "C", "C", "H", "H", "H", "H", "H", "H", "O", "C", "O", "C", "C", "C", "H", "H", "H", "H", "H", "H"], "xyz": [[3.60746, 0.54993, 0.04651], [4.01071, 0.50264, -1.39258], [4.54918, 1.40577, -1.96747], [3.69738, -0.71623, -2.17456], [4.22240, -2.00076, -1.65408], [2.41554, -0.73790, -2.70689], [1.22673, -1.15830, -2.08819], [1.21054, -1.66659, -0.67551], [0.04568, -1.06281, -2.81208], [-1.27820, -1.42039, -2.20291], [-2.46703, -0.55768, -2.62050], [-2.36575, 0.91848, -2.25012], [-1.44026, 1.52471, -3.05999], [-1.78361, 1.17491, -0.42416], [-3.74595, 1.63436, -2.45325], [-4.45620, 0.95723, -3.37291], [-4.46410, 1.61014, -1.32828], [-3.56996, 3.46006, -3.03404], [0.12665, -0.59752, -4.13276], [1.23822, -0.24401, -4.71747], [2.32441, -0.31337, -3.99561], [3.70781, 0.21331, -4.82272], [3.81795, -0.36922, 0.59069], [2.52308, 0.69494, 0.08843], [4.05574, 1.41215, 0.52787], [5.24554, -2.12976, -2.00815], [4.23603, -2.04660, -0.56538], [3.64168, -2.82659, -2.06198], [0.88101, -0.87250, 0.00055], [0.50031, -2.48790, -0.58282], [2.17780, -2.01925, -0.33832], [-1.19510, -1.35396, -1.12080], [-1.52349, -2.46463, -2.41563], [-3.34363, -0.96765, -2.11376], [-2.68625, -0.62039, -3.68848], [-0.75526, -0.49676, -4.74948], [2.44612, 2.92003, 1.31722], [2.43125, 3.99212, 0.77801], [3.21724, 5.00527, 1.18254], [2.92997, 6.20108, 0.43150], [2.28587, 5.71000, -0.86104], [1.57277, 4.44350, -0.38890], [2.25457, 6.81968, 1.02480], [3.86153, 6.73930, 0.28147], [1.63314, 6.45035, -1.31728], [3.06062, 5.44862, -1.58280], [0.56857, 4.64468, -0.01110], [1.51882, 3.66231, -1.14330], [-2.07255, 1.50256, 2.89798], [-3.22576, 1.41596, 3.21078], [-3.61840, 1.44515, 4.50201], [-5.03879, 1.20773, 4.60956], [-5.60119, 1.58598, 3.24391], [-4.43878, 1.23030, 2.31782], [-5.18860, 0.15404, 4.85239], [-5.42336, 1.81404, 5.42519], [-6.53213, 1.07245, 3.01551], [-5.78777, 2.65962, 3.20338], [-4.46514, 0.18531, 2.00104], [-4.36112, 1.86714, 1.44066], [-3.03523, -3.48368, -1.16992], [-4.19930, -3.71947, -0.96995], [-4.72316, -3.67933, 0.26282], [-6.10418, -4.10453, 0.24061], [-6.55980, -3.87737, -1.19672], [-5.26415, -4.11301, -1.97340], [-6.13671, -5.15558, 0.52985], [-6.65034, -3.51984, 0.97508], [-7.38181, -4.52605, -1.48814], [-6.88327, -2.84350, -1.32372], [-5.11554, -5.16438, -2.22613], [-5.17602, -3.51608, -2.87752], [-4.20317, -1.60872, 7.29065], [-3.17306, -1.09552, 7.62158], [-2.17235, -1.79252, 8.20682], [-1.09483, -0.90982, 8.56964], [-1.25310, 0.30671, 7.66164], [-2.76747, 0.35645, 7.47805], [-1.20069, -0.65630, 9.62640], [-0.15872, -1.44376, 8.42808], [-0.82035, 1.21203, 8.08088], [-0.77276, 0.11598, 6.70093], [-3.26102, 0.93091, 8.26455], [-3.08491, 0.71647, 6.50515], [6.97298, -3.22844, -3.02197], [7.48967, -2.32374, -3.61249], [8.60610, -2.46842, -4.35225], [9.04358, -1.19289, -4.85824], [7.79770, -0.30858, -4.84449], [7.03877, -0.87724, -3.64874], [9.82684, -0.81417, -4.19934], [9.46032, -1.34640, -5.84961], [8.02552, 0.75225, -4.77260], [7.22553, -0.47280, -5.75963], [7.33359, -0.40442, -2.70940], [5.95740, -0.84930, -3.74297]], "forces_ev_per_a": [[-0.17, -0.17, -0.05], [0.56, 0.37, -0.35], [-0.33, -0.19, 0.15], [-0.51, -0.42, 0.67], [0.31, 0.12, -0.10], [0.42, 0.10, -0.37], [-0.03, -0.17, 0.09], [-0.05, -0.01, 0.05], [-0.10, 0.13, -0.01], [0.07, 0.26, 0.04], [-0.16, -0.11, 0.15], [-0.09, -0.09, 0.04], [0.06, -0.09, -0.15], [0.06, 0.14, 0.13], [0.18, 0.18, -0.06], [-0.05, -0.01, -0.22], [-0.16, -0.17, 0.17], [0.02, 0.03, 0.06], [-0.19, -0.14, 0.06], [0.08, 0.15, -0.02], [-0.16, 0.03, 0.06], [0.06, 0.03, -0.12], [0.12, 0.05, -0.03], [0.07, 0.08, 0.00], [0.07, -0.11, 0.01], [-0.08, -0.04, 0.02], [-0.12, -0.06, -0.02], [-0.04, 0.01, 0.08], [-0.03, -0.04, -0.02], [0.07, 0.01, 0.00], [-0.01, 0.07, -0.04], [-0.03, -0.15, -0.04], [0.08, 0.05, -0.05], [0.05, 0.00, 0.00], [0.07, 0.06, 0.03], [0.05, -0.03, -0.04], [-0.05, 0.07, -0.11], [-0.16, -0.02, 0.13], [0.06, 0.05, 0.00], [-0.04, 0.06, -0.06], [-0.02, -0.08, 0.01], [0.22, 0.14, -0.09], [-0.02, -0.01, -0.01], [0.04, -0.05, 0.04], [-0.03, 0.01, 0.05], [0.01, 0.02, 0.00], [-0.02, -0.04, -0.01], [-0.10, -0.05, 0.05], [0.02, 0.04, -0.15], [0.00, -0.17, -0.01], [-0.05, 0.08, -0.05], [-0.11, -0.04, -0.03], [0.08, 0.00, -0.05], [-0.13, 0.19, 0.15], [0.00, 0.00, 0.00], [0.07, 0.02, 0.02], [0.02, -0.05, 0.01], [-0.02, 0.00, 0.02], [0.03, 0.00, -0.04], [0.05, -0.09, -0.06], [-0.16, 0.07, -0.06], [0.12, -0.18, 0.02], [-0.05, 0.04, 0.06], [-0.10, -0.03, -0.04], [0.08, 0.01, -0.04], [-0.17, 0.16, 0.14], [0.01, -0.01, -0.02], [0.06, 0.04, 0.02], [0.03, -0.05, 0.02], [-0.02, 0.00, 0.01], [0.02, 0.00, -0.04], [0.07, -0.08, -0.05], [0.03, 0.00, -0.07], [-0.10, 0.03, 0.09], [0.03, -0.03, 0.01], [0.05, 0.07, -0.01], [-0.07, -0.03, -0.04], [0.19, -0.11, -0.06], [-0.01, 0.02, 0.00], [-0.03, -0.05, -0.01], [-0.02, -0.01, 0.06], [0.01, 0.01, 0.00], [-0.04, 0.00, -0.02], [0.02, 0.12, 0.13], [-0.03, -0.13, -0.01], [0.18, 0.17, 0.03], [-0.05, -0.07, 0.03], [0.01, 0.13, -0.05], [-0.06, -0.11, 0.02], [0.06, 0.00, -0.23], [-0.01, 0.00, 0.02], [-0.01, -0.07, 0.01], [0.05, -0.02, 0.05], [0.01, 0.01, -0.01], [-0.05, 0.02, 0.02], [0.01, 0.14, 0.12]]}

=====

{"formula": "C8H14Br6Cl6", "method": "ωB97M-V/def2-TZVPD", "e_above_lowest_ev": 0.966, "smiles": "ClC(Cl)Cl.ClC(Cl)Cl.BrCCBr.BrCCBr.BrCCBr", "energy_ha": -18518.4299, "symbols": ["Cl", "C", "Cl", "Cl", "H", "Cl", "C", "Cl", "Cl", "H", "Br", "C", "C", "Br", "H", "H", "H", "H", "Br", "C", "C", "Br", "H", "H", "H", "H", "Br", "C", "C", "Br", "H", "H", "H", "H"], "xyz": [[-4.05615, 2.33959, -4.17828], [-2.56858, 1.63942, -3.50337], [-2.41589, -0.08396, -3.90718], [-2.55226, 1.89458, -1.70178], [-1.70215, 2.15497, -3.91764], [-0.04933, 1.55196, 0.14713], [0.64318, 0.42008, -1.00824], [2.26683, -0.08223, -0.53846], [0.69065, 1.17925, -2.54825], [-0.02071, -0.44426, -1.02477], [5.48648, -3.88792, -2.44036], [4.08757, -2.59801, -2.96168], [4.65056, -1.78176, -4.16542], [3.28182, -0.31887, -4.59162], [3.94305, -1.94204, -2.10324], [3.14501, -3.11130, -3.15201], [4.87330, -2.42576, -5.01616], [5.60768, -1.30080, -3.96368], [0.67891, 3.92887, 4.14003], [-0.82915, 2.81226, 3.24921], [-2.16479, 3.03252, 3.94494], [-3.43863, 1.53245, 3.36344], [-0.60664, 1.74523, 3.25520], [-0.82446, 3.22601, 2.24080], [-2.66701, 3.96666, 3.69341], [-2.22517, 3.01596, 5.03314], [-1.32523, -1.82338, 4.97553], [-1.93768, -1.55676, 3.11929], [-1.39506, -2.61732, 2.25971], [-1.85842, -2.15215, 0.39663], [-1.58603, -0.55962, 2.85442], [-3.02665, -1.50940, 3.11793], [-1.79211, -3.59104, 2.54660], [-0.31284, -2.65330, 2.38463]], "forces_ev_per_a": [[0.44, -0.22, 0.06], [-0.25, 0.09, 0.67], [-0.11, 0.42, 0.17], [-0.26, -0.25, -1.28], [-0.28, -0.07, 0.15], [0.32, -0.01, 0.77], [-0.28, -0.25, 0.54], [-0.03, -0.14, 0.22], [0.12, 0.33, -1.16], [0.27, 0.07, -0.07], [-0.49, 0.21, -0.16], [0.82, 0.99, -0.45], [-0.77, -0.23, 0.58], [1.19, -1.26, 0.12], [0.10, -0.13, -0.10], [0.35, -0.10, -0.26], [-0.73, 0.18, -0.22], [-0.40, 0.28, 0.45], [-1.36, -1.12, -0.59], [0.10, 0.77, 0.70], [-0.88, -0.07, -0.03], [0.78, 1.23, 0.28], [0.61, 0.34, 0.13], [-0.10, -0.24, 0.19], [0.12, -0.18, -0.48], [0.63, -0.53, -0.14], [-0.23, -0.02, -0.39], [-0.48, 1.24, 0.79], [0.60, -0.54, -0.12], [0.16, -0.37, 0.48], [0.09, -0.27, -0.05], [0.12, -0.18, 0.19], [-0.13, 0.04, -0.50], [-0.04, -0.02, -0.51]]}

=====

| no. | largest force on an atom (eV Å⁻¹) |
| --- | --- |
| 1 | 3.5 |
| 2 | 0.4 |
| 3 | 0.5 |
| 4 | 1.8 |
| 5 | 0.9 |
| 6 | 1.9 |